## 1
The following is a DFT calculation (ωB97M-V with the def2-TZVPD basis set) of a cluster of 2 separate species, C3H11NO in total.

Structure (XYZ):
```
16
Properties=species:S:1:pos:R:3:mulliken_charge:R:1
C 1.9281 1.2589 -1.5415 -1.160
C 1.0466 1.3374 -0.3339 -0.392
N 0.3998 0.0680 0.2778 -0.717
H 2.7891 1.9860 -1.4410 0.294
H 1.6300 1.5967 -2.4634 0.345
H 2.5332 0.4038 -1.5705 0.346
H 0.2608 1.9316 -0.5482 0.365
H 1.5608 2.0124 0.4370 0.335
H -0.5709 -0.0105 0.0223 0.253
H 0.4078 0.1799 1.2872 0.271
C -2.3556 -1.9931 0.8413 -0.589
O -1.4222 -1.2938 1.6460 -0.575
H -3.2936 -1.6711 1.1493 0.235
H -2.0789 -2.9959 1.0658 0.261
H -2.2670 -1.9015 -0.2567 0.284
H -0.5679 -0.9088 1.4284 0.445
```

SMILES: CCN.CO
2S+1: 1
Molecular weight (g/mol): 77.13
Kohn-Sham gap (eV): 10.62

***

## 2
The following is a DFT calculation (ωB97M-V with the def2-TZVPD basis set) of a cluster of 2 separate species, C3H11NO in total.

Structure (XYZ):
```
16
Properties=species:S:1:pos:R:3:mulliken_charge:R:1
C -0.1709 0.1177 -1.4496 -1.339
N 0.2252 -0.2833 -0.0995 0.052
C -0.3689 -1.5726 0.2888 -0.870
C 1.6818 -0.2006 0.0779 -0.912
H 0.0696 1.1775 -1.5445 0.385
H -1.2524 0.0541 -1.4984 0.444
H 0.3768 -0.4381 -2.2171 0.435
H -0.6574 -2.1695 -0.5770 0.331
H 0.3378 -2.1501 0.8912 0.342
H -1.2711 -1.3919 0.8755 0.229
H 1.9283 0.6747 0.6760 0.254
H 2.2150 -0.0545 -0.8725 0.305
H 2.0507 -1.0392 0.6625 0.342
O -1.2359 1.8380 1.3166 -0.668
H -1.7173 1.9414 0.4892 0.287
H -0.6778 1.0558 1.1382 0.383
```

SMILES: CN(C)C.O
2S+1: 1
Molecular weight (g/mol): 77.13
Kohn-Sham gap (eV): 9.72

***

Which is most stable, and by how much? 2, by 42.9 kcal/mol.

***

## 1
The following is a DFT calculation (ωB97M-V with the def2-TZVPD basis set) of a cluster of 2 separate species, C17H19N in total.

Structure (XYZ):
```
37
Properties=species:S:1:pos:R:3:mulliken_charge:R:1
C 2.1510 2.4360 3.6015 -1.292
C 2.9086 1.6995 2.5422 0.568
C 3.3551 2.3053 1.3958 -0.616
N 3.8229 1.3847 0.4939 -0.021
C 3.7037 0.1316 1.0579 -0.141
C 3.9506 -1.1015 0.4490 -0.789
C 3.8553 -2.2144 1.2615 -0.327
C 3.4066 -2.0664 2.6033 -0.733
C 2.9170 -0.8831 3.0689 -0.397
C 3.1311 0.3022 2.3186 0.847
H 2.7844 2.9998 4.2946 0.290
H 1.6380 1.7337 4.2655 0.333
H 1.4310 3.1055 3.1653 0.314
H 3.4266 3.3673 1.2218 0.389
H 4.2202 1.6806 -0.3775 0.170
H 3.9880 -1.2885 -0.6185 0.328
H 4.0581 -3.1970 0.8717 0.397
H 3.3086 -2.9965 3.1536 0.343
H 2.3148 -0.7792 3.9579 0.340
C -4.5512 1.7069 -1.1617 -1.068
C -3.4465 1.3915 -2.1741 -0.827
C -3.1529 -0.0672 -2.3465 0.577
C -4.0298 -0.8944 -3.0641 -0.306
C -3.8805 -2.2697 -2.9790 -0.519
C -2.7319 -2.8559 -2.4655 -0.375
C -1.7761 -2.0386 -1.8731 -0.507
C -2.0410 -0.6707 -1.7892 -0.397
H -4.6247 2.7565 -0.9019 0.329
H -4.4545 1.0698 -0.2789 0.333
H -5.4833 1.3840 -1.6334 0.307
H -3.8195 1.7950 -3.1206 0.300
H -2.4969 1.9093 -2.0219 0.407
H -4.7369 -0.5205 -3.7980 0.365
H -4.6462 -2.8968 -3.4231 0.339
H -2.5038 -3.8969 -2.6663 0.345
H -0.8066 -2.4270 -1.5914 0.398
H -1.1891 -0.0950 -1.4383 0.296
```

SMILES: Cc1c[nH]c2ccccc12.CCc1ccccc1
2S+1: 1
Molecular weight (g/mol): 237.35
Kohn-Sham gap (eV): 8.47

***

## 2
The following is a DFT calculation (ωB97M-V with the def2-TZVPD basis set) of a cluster of 2 separate species, C17H19N in total.

Structure (XYZ):
```
37
Properties=species:S:1:pos:R:3:mulliken_charge:R:1
C 0.4159 2.2044 -3.4949 -1.312
C 0.5555 1.4871 -2.1550 0.013
C -0.5762 1.6271 -1.1484 0.442
C -1.8833 1.2647 -1.2613 -0.725
N -2.5322 1.4482 -0.0487 -0.194
C -1.5920 1.8886 0.8980 -0.363
C -1.6919 2.3372 2.2297 -0.511
C -0.5745 2.8868 2.8263 -0.516
C 0.5906 3.1720 2.0663 -0.741
C 0.7224 2.5974 0.8348 -0.514
C -0.3860 2.0372 0.2458 0.983
H -0.0387 1.4981 -4.2176 0.333
H 1.3385 2.0408 -4.0642 0.362
H -0.0256 3.1736 -3.4266 0.390
H 0.7241 0.4082 -2.1715 0.020
H 1.5212 1.7999 -1.7036 0.252
H -2.4275 0.8850 -2.1026 0.445
H -3.1904 0.7970 0.3799 0.279
H -2.6587 2.2365 2.7594 0.318
H -0.6853 2.9822 3.9032 0.365
H 1.2000 3.9521 2.5073 0.363
H 1.6597 2.7010 0.2983 0.317
C -0.1675 -3.4059 2.4890 -1.450
C 0.3224 -3.1065 1.0993 1.060
C 1.5952 -2.5861 0.9421 -0.488
C 2.1771 -2.4153 -0.3141 -0.445
C 1.4103 -2.6385 -1.4561 -0.682
C 0.1106 -3.0701 -1.2790 -0.331
C -0.4942 -3.2562 -0.0452 -0.667
H -1.1896 -3.7652 2.4795 0.365
H -0.0904 -2.4855 3.1042 0.313
H 0.4410 -4.1323 3.0039 0.352
H 2.2405 -2.6010 1.8178 0.373
H 3.2416 -2.3417 -0.3923 0.418
H 1.9072 -2.5146 -2.4069 0.474
H -0.5100 -3.3657 -2.1219 0.337
H -1.4599 -3.7406 -0.0749 0.364
```

SMILES: CCc1c[nH]c2ccccc12.Cc1ccccc1
2S+1: 1
Molecular weight (g/mol): 237.35
Kohn-Sham gap (eV): 8.57

***

Which is most stable, and by how much? 1, by 17.8 kcal/mol.

***

## 1
The following is a DFT calculation (ωB97M-V with the def2-TZVPD basis set) of the molecule C20H31N3O4S.

Structure (XYZ):
```
59
Properties=species:S:1:pos:R:3:mulliken_charge:R:1
C -4.4254 -0.9981 0.8127 -0.900
C -5.4699 -0.4883 -0.1699 -0.378
O -4.9783 0.6369 -0.8990 -0.361
C -5.0682 1.8301 -0.3161 0.725
O -5.6048 2.0364 0.7400 -0.613
C -4.3646 2.8896 -1.1465 -0.820
C -2.9928 3.0350 -0.5624 0.277
C -2.6273 3.8983 0.4228 -0.514
S -0.9696 3.6825 0.8545 -0.061
C -0.9055 2.4175 -0.3491 0.432
N 0.2501 1.7172 -0.5713 0.010
C 1.3590 1.9085 0.1905 0.552
O 1.4175 2.7476 1.0642 -0.748
C 2.4859 0.9219 -0.1416 0.113
C 3.7995 1.3326 0.5144 -1.420
C 4.4328 2.5728 -0.1295 0.789
C 5.5359 3.1099 0.7803 -1.650
C 5.0033 2.2611 -1.5109 -1.453
N 2.0817 -0.4023 0.3102 -0.064
C 1.2667 -1.1909 -0.4211 0.044
O 0.8373 -0.8334 -1.5065 -0.784
C 0.8912 -2.5122 0.2164 0.471
C 0.9731 -3.6403 -0.8144 -1.067
C 0.4751 -4.9536 -0.2210 -0.718
C -0.9568 -4.8070 0.2841 -0.645
C -1.0404 -3.6922 1.3217 -0.778
C -0.5503 -2.3760 0.7285 -0.944
N -2.0042 2.2007 -0.9855 -0.591
H -4.2313 -0.2435 1.5712 0.323
H -4.7858 -1.9014 1.2968 0.427
H -3.4981 -1.2157 0.2888 0.134
H -6.3834 -0.1986 0.3600 0.345
H -5.6995 -1.2406 -0.9272 0.325
H -4.2882 2.5520 -2.1779 0.233
H -4.9097 3.8288 -1.0695 0.376
H -3.2335 4.6310 0.9133 0.444
H 0.2232 0.9506 -1.2481 0.311
H 2.5823 0.8622 -1.2314 0.307
H 3.5968 1.5503 1.5655 0.462
H 4.5017 0.4974 0.4589 0.506
H 3.6606 3.3418 -0.2257 0.208
H 5.9977 3.9890 0.3383 0.427
H 5.1295 3.3887 1.7491 0.385
H 6.3067 2.3563 0.9303 0.343
H 5.4602 3.1516 -1.9355 0.424
H 4.2318 1.9222 -2.1975 0.365
H 5.7658 1.4877 -1.4400 0.313
H 2.3424 -0.6649 1.2475 0.373
H 1.5581 -2.7307 1.0568 0.556
H 0.3645 -3.3638 -1.6768 0.324
H 2.0054 -3.7497 -1.1545 0.418
H 0.5252 -5.7380 -0.9781 0.367
H 1.1237 -5.2479 0.6081 0.346
H -1.6137 -4.5693 -0.5552 0.335
H -1.2962 -5.7482 0.7208 0.333
H -2.0697 -3.5753 1.6657 0.291
H -0.4258 -3.9533 2.1868 0.361
H -1.1856 -2.0919 -0.1131 0.323
H -0.6060 -1.5813 1.4772 0.412
```

SMILES: CCOC(=O)Cc1csc(NC(=O)[C@@H](CC(C)C)NC(=O)C2CCCCC2)n1
2S+1: 1
Molecular weight (g/mol): 409.55
Kohn-Sham gap (eV): 8.86

***

## 2
The following is a DFT calculation (ωB97M-V with the def2-TZVPD basis set) of the molecule C20H31N3O4S.

Structure (XYZ):
```
59
Properties=species:S:1:pos:R:3:mulliken_charge:R:1
C -1.8449 -1.3933 1.7034 -1.704
C -2.2053 -1.0427 0.2579 1.068
C -2.2992 -2.2791 -0.6443 -0.807
C -3.5537 -3.1031 -0.3767 -0.795
C -4.7802 -2.2099 -0.5341 -0.701
C -4.6686 -1.0192 0.4120 -0.853
N -3.4417 -0.2822 0.1808 0.156
C -3.5082 1.0434 -0.0607 0.002
O -4.5586 1.6548 -0.1526 -0.695
C -2.1847 1.7478 -0.1643 -0.026
C -1.6561 2.3431 0.9739 -0.004
C -0.4298 2.9785 0.9258 -0.748
C 0.2905 3.0151 -0.2638 0.497
O 1.5253 3.6350 -0.3054 -0.566
C 2.7009 2.8864 -0.0338 0.175
C 2.7150 2.1473 1.3143 -1.308
C 2.0081 0.7942 1.2754 -0.073
N 2.5746 -0.0257 0.2191 0.232
S 2.0142 -1.5976 0.2266 1.330
O 0.8510 -1.7344 -0.5989 -0.751
O 1.9151 -2.0401 1.5854 -0.825
N 3.2964 -2.3241 -0.5691 -0.014
C 4.4828 -2.3282 0.2571 -0.988
C 2.9632 -3.6100 -1.1456 -0.963
C 2.4042 0.5684 -1.0929 -0.469
C 3.1091 1.9199 -1.1602 -1.302
C -0.2803 2.5013 -1.4237 -0.728
C -1.5100 1.8701 -1.3722 0.181
H -2.5356 -2.1152 2.1292 0.408
H -0.8409 -1.8105 1.7259 0.362
H -1.8607 -0.4946 2.3171 0.328
H -1.3963 -0.4205 -0.1345 -0.466
H -1.3933 -2.8671 -0.5033 0.278
H -2.3154 -1.9420 -1.6832 0.476
H -3.5273 -3.5184 0.6321 0.302
H -3.6019 -3.9384 -1.0778 0.391
H -5.6945 -2.7625 -0.3125 0.394
H -4.8401 -1.8488 -1.5627 0.315
H -5.4931 -0.3189 0.2615 0.511
H -4.6896 -1.3682 1.4507 0.290
H -2.2069 2.3018 1.9021 0.527
H -0.0186 3.4391 1.8111 0.462
H 3.4542 3.6843 0.0092 0.300
H 3.7595 1.9830 1.5839 0.439
H 2.2586 2.7732 2.0810 0.475
H 2.1647 0.2539 2.2103 0.568
H 0.9277 0.9172 1.1267 -0.266
H 4.3816 -3.0113 1.1071 0.314
H 4.6223 -1.3168 0.6292 0.289
H 5.3383 -2.6211 -0.3500 0.370
H 2.9000 -4.3973 -0.3862 0.328
H 1.9982 -3.5054 -1.6347 0.314
H 3.7225 -3.8760 -1.8809 0.350
H 2.8463 -0.1283 -1.8072 0.639
H 1.3361 0.6631 -1.3234 0.135
H 4.1845 1.7550 -1.0776 0.467
H 2.9058 2.3875 -2.1242 0.420
H 0.2472 2.5963 -2.3610 0.460
H -1.9418 1.4555 -2.2711 0.498
```

SMILES: C[C@H]1CCCCN1C(=O)c1ccc(OC2CCN(S(=O)(=O)N(C)C)CC2)cc1
2S+1: 1
Molecular weight (g/mol): 409.55
Kohn-Sham gap (eV): 9.31

***

Which is most stable, and by how much? 1, by 56.5 kcal/mol.

***

## 1
The following is a DFT calculation (ωB97M-V with the def2-TZVPD basis set) of a cluster of 2 separate species, C6H17N4 in total.

Structure (XYZ):
```
27
Properties=species:S:1:pos:R:3:mulliken_charge:R:1
C -0.0468 -1.5883 0.4741 -0.840
C 1.0187 0.3731 0.0703 -0.160
C 0.8967 -1.8513 -0.7648 1.274
C 0.0825 -1.7516 -2.0522 -1.296
C 1.7705 -3.1110 -0.6913 -1.731
C -1.9092 3.6547 0.6222 -0.940
N 1.8152 -0.6960 -0.5680 -0.417
N -0.0144 -0.1578 0.6460 0.665
N -0.7480 0.5401 1.5688 -0.889
N -0.8533 3.1152 1.5622 -0.607
H -1.0866 -1.9226 0.2961 0.351
H 0.1313 -2.1298 1.4355 0.395
H 1.1486 1.4382 -0.1628 0.365
H -0.6933 -2.5530 -1.9518 0.356
H 0.6713 -1.7561 -3.0061 0.361
H -0.3309 -0.7457 -1.8986 0.383
H 2.4434 -2.9418 0.1278 0.465
H 2.2476 -3.3577 -1.5792 0.409
H 1.1923 -3.9956 -0.4362 0.357
H -1.7129 3.4965 -0.4323 0.292
H -2.6984 3.0379 0.8146 0.370
H -1.9768 4.7115 0.7768 0.373
H 2.1926 -0.4324 -1.4700 0.335
H -0.8283 1.5648 1.3182 0.404
H -1.6295 0.0131 1.8661 0.282
H -1.0389 3.7915 2.3174 0.287
H -0.0435 3.2540 1.1174 0.156
```

2S+1: 1
Molecular weight (g/mol): 145.23
Total charge: +1
Kohn-Sham gap (eV): 9.28

***

## 2
The following is a DFT calculation (ωB97M-V with the def2-TZVPD basis set) of the ion C6H17N4 with charge +1.

Structure (XYZ):
```
27
Properties=species:S:1:pos:R:3:mulliken_charge:R:1
H 1.6488 2.6251 0.5963 0.298
N 1.0129 2.1033 -0.0723 -0.302
N 1.6216 0.8160 -0.4127 -0.434
N 0.7369 0.1150 -1.2515 0.864
C 0.4060 1.0378 -2.3679 -0.979
C 1.4745 -1.1830 -1.6194 -0.635
N -0.5120 -0.1342 -0.5931 -0.600
C -0.7190 -0.1558 0.8793 0.965
C 0.6164 -0.3476 1.6664 -1.485
C -1.2822 1.2646 1.3033 -1.273
C -1.5898 -1.3330 1.2357 -1.626
H -0.1097 1.8538 -2.0758 0.493
H 1.3868 1.2398 -2.6848 0.497
H -0.1058 0.6016 -3.3460 0.304
H 0.8675 -2.0705 -1.8655 0.317
H 2.0442 -1.0014 -2.5007 0.326
H 1.9658 -1.5297 -0.6983 0.334
H -1.3016 0.4135 -0.8491 0.393
H 0.4330 -0.5440 2.7616 0.425
H 1.0110 -1.3844 1.4728 0.365
H 1.4633 0.3367 1.4623 0.444
H -0.6167 1.9936 0.8580 0.407
H -1.2291 1.3526 2.4651 0.340
H -2.3181 1.3424 0.8653 0.419
H -1.7166 -1.3033 2.3417 0.401
H -2.5150 -1.2651 0.6845 0.394
H -1.0561 -2.2827 0.9031 0.349
```

SMILES: [H]/N=N/[N+](C)(C)NC(C)(C)C
2S+1: 1
Molecular weight (g/mol): 145.23
Total charge: +1
Kohn-Sham gap (alpha / beta) (eV): 7.94 / 7.96

***

Which is most stable, and by how much? 1, by 104.8 kcal/mol.

***

## 1
The following is a DFT calculation (ωB97M-V with the def2-TZVPD basis set) of a cluster of 6 separate species, H13O6 in total.

Structure (XYZ):
```
19
Properties=species:S:1:pos:R:3:mulliken_charge:R:1
O 0.0887 -0.8700 -0.3045 -0.356
H 1.0707 -0.7740 -0.0890 0.551
H -0.4602 -0.5715 0.4656 0.433
H -0.0652 -0.3205 -1.1404 0.468
O -2.7293 -0.2850 -0.2813 -0.594
H -3.0142 0.1263 -1.1056 0.291
H -3.4070 -0.0253 0.3559 0.308
O 0.9580 1.8882 1.1312 -0.604
H 0.0112 1.9163 1.3042 0.292
H 1.0777 2.3978 0.3193 0.315
O 2.7020 -1.1814 0.0308 -0.616
H 3.3328 -1.3341 -0.6841 0.290
H 3.2261 -1.2051 0.8419 0.297
O -0.4283 -0.5172 2.3197 -0.641
H -0.3670 -1.2382 2.9608 0.282
H -1.2765 -0.0940 2.5097 0.316
O -0.0740 0.5304 -2.5624 -0.647
H -1.0069 0.5136 -2.8163 0.302
H 0.3615 1.0436 -3.2554 0.315
```

2S+1: 1
Molecular weight (g/mol): 109.10
Total charge: +1
Kohn-Sham gap (eV): 11.60

***

## 2
The following is a DFT calculation (ωB97M-V with the def2-TZVPD basis set) of a cluster of 6 separate species, H13O6 in total.

Structure (XYZ):
```
19
Properties=species:S:1:pos:R:3:mulliken_charge:R:1
O -0.2465 0.5102 1.1092 -0.211
H 0.5885 -0.0408 0.9322 0.418
H -0.3255 1.3352 0.5912 0.402
H -0.9155 -0.1048 0.9112 0.434
O -2.6755 -0.3878 -0.0418 -0.721
H -2.9895 0.4892 -0.5428 0.348
H -3.6605 -0.8668 0.0732 0.344
O 2.2905 -0.6858 0.5312 -0.615
H 2.3595 -1.1498 -0.2518 0.261
H 3.2175 -0.8318 0.7942 0.324
O 0.4135 -0.0478 -2.0208 -0.567
H 0.6605 -0.9078 -1.9818 0.269
H -0.4015 0.1622 -2.4398 0.303
O -0.1615 -2.3798 1.2912 -0.587
H 0.6185 -2.2138 1.6232 0.297
H -0.1385 -3.2008 0.7612 0.316
O 0.1865 3.1892 -0.3498 -0.656
H 0.5765 3.4302 -1.2558 0.337
H 0.6025 3.7012 0.2662 0.304
```

2S+1: 1
Molecular weight (g/mol): 109.10
Total charge: +1
Kohn-Sham gap (eV): 12.18

***

Which is most stable, and by how much? 1, by 41.6 kcal/mol.

***

## 1
The following is a DFT calculation (ωB97M-V with the def2-TZVPD basis set) of a cluster of 2 separate species, C3H5FO2 in total.

Structure (XYZ):
```
11
Properties=species:S:1:pos:R:3:mulliken_charge:R:1
C 0.8198 -0.2022 -1.9670 -0.412
C 0.2117 0.0646 -0.7171 0.813
C -0.3601 0.5374 1.6318 -0.592
O 0.2832 -1.1939 -1.0493 -0.278
O 0.3719 0.7076 0.3644 -0.259
F -2.1645 0.6107 -1.3241 -0.749
H 0.1242 0.0839 -2.8630 0.265
H 1.8498 -0.0757 -2.1168 0.306
H -1.1196 -0.1488 1.5520 0.350
H -0.7947 1.4974 1.7942 0.281
H 0.3592 0.3536 2.4179 0.274
```

2S+1: 1
Molecular weight (g/mol): 92.07
Kohn-Sham gap (alpha / beta) (eV): 8.80 / 8.80

***

## 2
The following is a DFT calculation (ωB97M-V with the def2-TZVPD basis set) of a cluster of 2 separate species, C3H5FO2 in total.

Structure (XYZ):
```
11
Properties=species:S:1:pos:R:3:mulliken_charge:R:1
C 1.8866 -1.6390 1.0255 -0.596
C 1.1805 -0.5827 0.8643 0.281
C -1.5977 0.5786 -1.1160 -0.144
O -1.4543 1.1888 -0.0159 -0.188
O -2.3788 1.2776 -2.0176 -0.380
F 1.3401 0.4196 1.7686 -0.270
H 2.7730 -1.6103 1.7192 0.235
H 1.6255 -2.5848 0.3988 0.212
H 0.5597 -0.0830 0.1075 0.169
H -1.6230 2.1492 0.1832 0.307
H -2.3116 0.8861 -2.9176 0.376
```

2S+1: 1
Molecular weight (g/mol): 92.07
Kohn-Sham gap (eV): 10.09

***

Which is most stable, and by how much? 2, by 38.5 kcal/mol.